25
Properties=species:S:1:pos:R:3:forces:R:3 method="wB97M-V/def2-TZVPD" charge=+1 gap_ev=7.29 relative_energy_kcal_mol=11.33 spin_multiplicity=1
C 2.673524 -1.014715 -0.858867 -0.298 -0.289 -0.383
C 1.697068 -0.006795 -0.846291 -0.297 -0.702 -1.965
C 3.283070 -1.110108 0.347496 0.155 -1.348 0.100
C 1.547830 0.559586 0.338735 1.710 1.480 3.392
C -1.918022 1.726511 -1.074272 -0.210 0.294 -0.966
C -1.778345 -3.108577 0.857125 -2.596 0.383 2.816
C -1.303929 2.709067 -0.090351 -1.077 0.533 -2.696
C 0.531234 1.484579 0.692769 0.286 -0.220 -2.591
N 0.078711 2.399803 -0.146713 2.570 -0.157 0.258
S 2.678149 -0.129376 1.578513 -1.166 0.848 -1.303
S -0.576820 -1.841668 1.323007 -0.019 -0.187 -0.115
H 2.800230 -1.757166 -1.637756 0.200 0.346 -0.060
H 0.940533 0.198087 -1.589920 0.337 -0.108 -0.494
H 3.912513 -1.951664 0.571329 0.590 0.184 0.274
H -2.198262 0.833006 -0.573379 -0.671 -0.832 0.348
H -2.730426 2.214328 -1.634398 0.100 -0.614 0.287
H -1.146179 1.400463 -1.794876 -0.449 0.335 0.028
H -2.850265 -2.684855 1.004674 1.867 -0.237 -0.791
H -1.836336 -3.879933 1.675917 0.623 0.322 -1.229
H -1.614818 -3.456864 -0.129144 -0.015 -0.522 -0.723
H -1.629157 2.614699 0.883007 -0.847 -0.287 2.067
H -1.615691 3.673372 -0.475235 0.888 0.584 0.331
H -0.029787 1.049111 1.492558 -0.945 1.134 0.922
H 0.490169 -2.638070 1.141690 0.032 0.226 0.075
H 0.594995 2.717178 -1.055617 -0.770 -1.164 2.418

=====

24
Properties=species:S:1:pos:R:3:forces:R:3 method="wB97M-V/def2-TZVPD" charge=+1 gap_ev=9.43 relative_energy_kcal_mol=66.71 spin_multiplicity=1
C -2.450267 2.094801 -0.986539 0.373 -0.131 0.296
C -1.948934 0.930422 -1.541214 -0.683 0.789 -0.798
C -2.554390 2.217548 0.383950 -0.992 2.360 0.884
C -1.633088 -0.129309 -0.741502 -0.204 2.829 2.832
C -2.140418 1.226027 1.210568 1.571 -0.658 2.260
C -1.599282 0.025982 0.652722 -1.502 -0.662 1.542
C 2.273903 -0.117667 -1.136822 -2.877 -1.753 -1.332
C 1.259696 -0.552005 1.093760 -1.565 -2.436 0.356
N 1.222780 -0.909728 -0.367712 -2.785 0.304 -0.377
Si -0.917625 -1.307893 1.818616 2.632 3.871 -0.466
H -2.781755 2.967572 -1.462566 -0.228 0.692 -1.536
H -1.873098 0.640986 -2.581118 -0.366 0.986 -0.358
H -2.966663 3.199252 0.862673 0.749 -1.958 -1.127
H -1.674954 -0.967157 -1.280771 0.604 -3.987 -1.312
H -2.115422 1.513715 2.340134 -0.059 -1.190 -2.044
H 2.004948 0.923156 -0.965743 0.596 -0.016 -0.067
H 3.199621 -0.490360 -0.725844 0.526 0.447 -0.481
H 1.975701 -0.426427 -2.199124 1.462 0.776 1.133
H 1.571119 0.483180 1.060372 -0.256 0.182 0.815
H 1.985259 -1.237963 1.540115 0.085 0.538 0.202
H 1.287471 -1.946031 -0.588285 0.005 1.600 0.591
H 0.127077 -0.585510 -0.659943 3.157 -0.745 0.177
H -0.634583 -2.570114 1.304303 -0.167 -1.732 -0.605
H -1.084772 -1.138022 3.292410 -0.078 -0.105 -0.585

=====

25
Properties=species:S:1:pos:R:3:forces:R:3 method="wB97M-V/def2-TZVPD" gap_ev="7.13 / 7.13" relative_energy_kcal_mol=110.38 spin_multiplicity=1
C -1.240426 0.050814 -0.759779 -0.176 1.330 -1.467
C 1.181094 1.487031 0.573084 3.631 -2.479 2.647
C -1.009467 -0.849347 0.179528 1.231 3.020 -1.008
C 1.289175 0.191219 0.890046 0.151 -0.413 1.465
C -2.509347 0.602400 -1.270036 -0.301 -0.681 2.672
C 2.356511 2.407462 0.856916 -2.180 0.211 -1.315
C -0.175300 -3.213818 0.888350 2.303 0.938 2.778
C 0.356961 -0.927336 0.736068 0.266 -2.724 -1.588
O 2.079891 -0.060307 -1.754248 0.366 0.467 -0.245
O 0.512956 -2.094486 1.444606 1.145 2.850 0.659
S 1.555568 -1.576265 -1.368080 -0.560 -0.229 0.874
H -0.553540 0.596597 -1.391998 1.408 -0.481 0.641
H 0.320742 1.883158 0.295045 -3.740 1.895 -1.630
H -1.906161 -1.270658 0.522720 -0.621 -0.951 1.306
H 2.260928 0.009902 1.375280 -0.582 -0.896 -0.369
H -2.782630 0.129668 -2.128735 -0.391 -0.689 -3.194
H -3.303838 0.291803 -0.643618 -1.107 0.075 1.112
H -2.466793 1.667691 -1.301050 -0.076 0.687 -0.402
H 2.834137 2.367375 -0.121298 0.504 1.129 0.016
H 1.857224 3.348387 1.153231 1.016 0.053 -0.481
H 3.069926 2.108989 1.586759 0.257 -0.591 0.705
H 0.101246 -3.174245 -0.101316 -0.069 -0.789 -2.562
H -1.163385 -3.084233 1.162037 -2.231 -0.501 -0.081
H 0.332106 -3.940442 1.490020 -0.307 -1.347 -0.315
H 1.342740 0.543158 -1.591402 0.062 0.115 -0.217

=====

31
Properties=species:S:1:pos:R:3:forces:R:3 method="wB97M-V/def2-TZVPD" charge=-1 gap_ev=4.72 spin_multiplicity=1
Rb -1.009448 -1.485496 -1.202787 -0.069 -0.482 -0.221
O -4.636198 -1.551856 -7.432847 -0.027 2.523 -0.670
C -4.216898 -2.311626 -6.399027 -0.360 -1.974 0.546
O -4.410168 -3.492856 -6.641387 -0.628 -3.892 -1.336
O -3.772988 -1.946766 -5.342737 1.472 3.485 2.508
H -4.921778 -2.316076 -7.938817 -0.343 0.005 -0.824
O 1.773122 -6.701146 0.828903 0.235 0.384 1.158
C 1.026432 -6.451006 -0.261967 -2.495 0.175 -2.558
O 1.434992 -6.796846 -1.345147 1.253 -0.569 -1.592
O -0.120058 -5.899576 -0.049257 0.907 0.308 0.960
H 1.109672 -6.213086 1.322093 0.093 0.093 2.077
C -0.743118 5.829954 -2.635157 0.122 -0.726 2.531
C -0.794688 4.782254 -1.371737 1.386 0.299 -1.156
O -0.469588 3.629004 -1.576357 -0.637 0.761 -0.054
C -0.969028 5.275054 0.052623 -0.520 -0.287 0.110
H -1.689608 5.722884 -3.165047 0.498 -0.151 -0.516
H 0.215312 5.645654 -3.120497 -0.576 -0.671 -0.646
H -0.617678 6.871184 -2.338167 -0.504 0.038 0.497
H -1.909458 5.802024 0.213883 0.258 0.608 -0.258
H -0.082418 5.854064 0.311003 -0.230 0.466 -0.078
H -1.013848 4.469574 0.785623 0.200 -0.406 -0.411
C 1.973282 -0.975486 5.856363 -0.744 0.376 0.711
C 2.073132 -0.856096 4.356523 -1.622 -0.922 -1.410
O 1.112062 -0.928826 3.579363 1.382 0.347 1.684
C 3.449652 -0.742916 3.762763 0.678 0.435 0.284
H 1.008382 -0.778506 6.323553 -0.431 0.756 -0.792
H 2.680592 -0.272636 6.296603 0.221 -0.450 0.254
H 2.029152 -1.984056 6.265943 1.142 -0.294 -0.497
H 4.211872 -0.297656 4.402193 -0.322 0.428 0.309
H 3.379912 -0.154306 2.848013 0.125 -0.406 -0.113
H 3.899392 -1.724826 3.615483 -0.461 -0.256 -0.497